[1]
{"formula": "C11H25Br3N3O2V", "method": "ωB97M-V with the def2-TZVPD basis set", "elements": ["H", "H", "H", "H", "Br", "C", "H", "C", "C", "H", "N", "O", "H", "N", "H", "H", "C", "H", "C", "H", "Br", "O", "C", "H", "H", "H", "H", "Br", "C", "H", "C", "C", "C", "H", "C", "N", "V", "H", "H", "H", "H", "H", "H", "H", "H"], "coordinates": [[3.08869, -1.96593, -4.56924], [-1.16198, -0.77570, 1.70150], [1.96755, 0.43252, 4.42526], [0.33564, -0.20120, 1.06068], [-3.81245, -1.17413, 3.07817], [-0.45135, 1.32499, 3.42951], [0.33873, -0.73353, 5.51029], [-0.18041, -0.88962, 4.56466], [0.22784, -0.50612, -3.38199], [-1.52192, 1.12033, 3.43981], [0.22335, -0.06845, 3.31459], [-3.27383, 1.13105, 0.99096], [-1.58550, 1.39552, -2.58030], [0.25879, 0.45399, -2.38193], [-0.22469, 2.80552, 0.47044], [-0.60966, -0.77870, -4.00704], [1.99931, -1.93055, -4.57970], [-0.02104, 1.59286, 4.39449], [1.37814, -1.77277, -6.02657], [1.99501, 0.57778, 2.58645], [-7.29163, -0.48383, 0.90776], [-0.41164, 2.07034, 1.05879], [-0.80734, 1.26451, -1.82838], [0.00911, -1.92987, 4.29994], [0.58527, -2.50934, -6.15664], [1.86686, 1.46014, -1.39979], [2.06406, -1.97900, -6.84821], [-3.60475, -1.09633, -1.14282], [-0.01990, 2.45145, 2.37612], [2.21605, -0.97094, 3.21794], [2.33563, -0.25571, -2.76867], [-0.09170, -0.74190, 1.90515], [1.73968, -0.02107, 3.46068], [1.04684, -0.74711, -6.18894], [1.54831, 0.64702, -2.03522], [1.50980, -0.98218, -3.66328], [-4.73572, 0.55411, 1.02191], [-1.23917, -0.80189, 4.80844], [-1.25393, 0.74865, -0.97835], [3.38788, -0.46070, -2.89962], [1.00257, 2.78433, 2.55458], [1.75970, -2.87910, -4.09914], [0.45424, -1.68474, 1.87207], [-0.42125, 2.16517, -1.35104], [-0.61915, 3.35994, 2.43658]], "forces_ev_per_a": [[-0.0337, 0.7378, -0.0780], [-0.2343, -0.3427, 0.5685], [0.3261, -0.1839, -0.3028], [0.1955, 0.8349, 0.6623], [0.1227, 0.4109, 0.0405], [1.5038, 0.3233, -0.6949], [0.6743, 0.9347, -0.5624], [-1.2560, -1.0945, -1.0022], [1.3059, 0.1740, 0.0456], [-0.0549, 0.0891, -0.0725], [0.4515, -0.7498, -0.2329], [1.0447, 1.7984, 0.0634], [0.1062, 0.3074, 0.2566], [0.8441, -1.7112, -2.5227], [-0.1534, 0.2083, 0.1391], [-0.3144, 0.0115, 0.5575], [-0.3217, -1.9114, -1.7650], [-0.6901, 0.6727, 0.1865], [0.4666, -0.4616, 0.7765], [0.6625, 0.5579, 0.4232], [0.8211, 0.7515, 0.0136], [1.4541, -0.9089, -0.1619], [-1.2848, -0.4678, 0.6050], [-0.1328, 0.0184, -0.0875], [-0.2917, 0.4083, 0.0811], [-0.1206, -0.3271, 0.1481], [0.4067, -0.0718, 0.3914], [0.1494, 0.2015, -0.1758], [-1.7010, -0.6329, 0.3316], [-0.4370, -0.2558, 0.7683], [-1.1316, 0.1858, -0.6233], [0.3641, 0.0565, 0.8705], [-1.1122, 1.1374, -1.8499], [-0.2597, -0.1205, 0.1511], [2.3097, -1.6879, -1.1504], [-1.9216, 5.0164, 4.3641], [-0.8154, -2.8749, 0.0340], [-0.1729, 0.1139, -0.6551], [-0.4148, -0.4221, -0.1697], [0.0124, 0.4503, 0.5854], [0.4474, -0.4955, -0.4726], [-0.2685, -0.4393, -0.6358], [-0.6075, -0.3110, 0.4796], [0.2403, 0.0916, -0.9818], [-0.1785, -0.0223, 1.6542]], "mulliken_charge": [0.31, 0.26, 0.38, 0.29, -0.67, -0.63, 0.38, -0.81, -0.33, 0.41, 0.01, -0.48, 0.33, 0.35, 0.23, 0.43, -0.30, 0.41, -1.17, 0.40, -0.66, -0.29, -0.86, 0.38, 0.32, 0.48, 0.35, -0.74, -0.80, 0.35, -0.51, -0.78, -0.98, 0.38, -0.38, 0.16, 0.80, 0.31, 0.30, 0.40, 0.45, 0.38, 0.44, 0.21, 0.49], "spin_multiplicity": 3, "gap_ev": [4.85, 5.68], "lumo_energy_ev": [-0.8, -0.8], "s2": 2.0287, "total_energy_ha": -9414.8041, "fmax_ha_per_bohr": 0.1346}

[2]
{"formula": "C6H9CaO6P", "method": "ωB97M-V with the def2-TZVPD basis set", "elements": ["H", "O", "H", "H", "H", "C", "O", "O", "Ca", "C", "H", "H", "C", "C", "P", "H", "O", "H", "H", "C", "C", "O", "O"], "coordinates": [[-2.67429, -0.13756, -0.00379], [-2.44098, -4.00110, 1.23233], [0.31918, 0.64031, 3.52443], [1.23540, -0.54730, 2.55594], [2.22661, 2.23663, -1.77028], [0.79116, 0.45919, 2.55302], [1.06163, 2.05102, -0.00234], [-1.75734, -1.34934, -3.74204], [0.03893, -2.03995, -0.64224], [1.97571, -3.54240, -1.30538], [3.14514, 1.96994, -0.26726], [2.32930, 3.54079, -0.54734], [-1.68849, -3.37749, 0.62432], [-1.22935, -1.64899, -2.76510], [0.13981, 0.69216, -0.06905], [1.59718, 1.19504, 2.41099], [-1.26905, 1.35152, -0.62543], [-2.84338, 1.49723, 0.72190], [-3.26655, 1.20870, -0.99524], [-2.57337, 0.94768, -0.18759], [2.24874, 2.45623, -0.68971], [2.88991, -4.18818, -1.57380], [-0.25590, 0.58586, 1.56367]], "forces_ev_per_a": [[0.2250, 0.2138, 0.0301], [3.0690, 2.5819, -2.5193], [0.1037, -0.0932, -0.3052], [-0.1718, 0.1358, -0.0409], [-0.2544, 0.1130, 0.4271], [0.3406, 0.1376, 0.4027], [-1.3880, -2.3083, -0.1825], [2.0922, -1.2340, 3.9363], [0.3114, 0.2142, 0.3303], [4.3027, -3.0255, -1.2451], [-0.4710, 0.1944, 0.0038], [-0.0894, -0.3927, -0.0409], [-3.5379, -2.9451, 2.9010], [-2.4677, 1.3913, -4.5717], [-0.9656, 4.4250, 2.3211], [-0.4312, -0.1545, -0.1062], [1.9368, -1.2585, 0.2586], [0.1068, -0.2604, -0.2188], [0.2075, -0.0064, 0.2383], [-0.6576, 0.1269, 0.0480], [1.0058, 0.0092, -0.6323], [-3.7903, 2.6469, 1.0852], [0.5237, -0.5114, -2.1197]], "mulliken_charge": [0.23, 0.06, 0.25, 0.25, 0.29, -0.54, -0.28, 0.05, 1.69, -0.16, 0.31, 0.25, -0.08, -0.03, 0.55, 0.27, -0.31, 0.27, 0.26, -0.52, -0.63, 0.10, -0.27], "gap_ev": 8.30, "lumo_energy_ev": -8.7, "total_charge": 2, "total_energy_ha": -1703.8580, "fmax_ha_per_bohr": 0.1058}